No. 1
36
Properties=species:S:1:pos:R:3 method="wB97M-V/def2-TZVPD" lumo_energy_ev=-1.47 relative_energy_kj_mol=0.0 homo_energy_ev=-8.9 multiplicity=1
Rh 0.070 -0.067 -0.117
Cl 5.034 0.153 4.847
C 3.566 0.121 3.957
C 3.590 0.185 2.570
Cl 5.074 0.301 1.717
C 2.395 0.153 1.863
Cl 2.425 0.231 0.115
C 1.149 0.069 2.488
O 0.000 0.051 1.849
C 1.149 -0.007 3.894
Cl -0.372 -0.141 4.676
C 2.334 0.023 4.613
Cl 2.292 -0.070 6.325
C -3.018 -2.195 0.339
C -3.009 -0.718 0.194
N -1.962 0.055 -0.039
C -2.393 1.363 -0.093
C -3.737 1.374 0.111
N -4.098 0.062 0.285
C -4.787 2.427 0.179
O -4.388 3.663 0.039
O -5.933 2.086 0.363
C -1.413 2.460 -0.354
O -1.841 3.621 -0.387
O -0.223 2.072 -0.529
H -2.009 -2.582 0.243
H -3.638 -2.653 -0.432
H -3.409 -2.482 1.315
H -5.054 -0.217 0.452
H -3.383 3.724 -0.101
C 0.540 -2.924 0.901
C 0.399 -1.956 -0.231
O 0.615 -2.163 -1.402
H 0.166 -3.904 0.601
H 0.055 -2.572 1.808
H 1.613 -3.025 1.093

No. 2
41
Properties=species:S:1:pos:R:3 method="wB97M-V/def2-TZVPD" total_charge=-1 lumo_energy_ev=1.36 relative_energy_kj_mol=0.0 homo_energy_ev=-4.4 multiplicity=1
Li -0.526 0.108 0.245
N 0.542 -1.233 1.811
N 1.547 -2.187 1.976
C 2.044 -2.924 0.962
N 3.084 -3.732 1.353
S 1.464 -2.938 -0.587
H 0.781 -0.388 2.344
H -0.326 -1.589 2.203
H 1.874 -2.368 2.913
H 3.680 -3.417 2.103
H 3.554 -4.177 0.583
F -0.240 -0.230 -6.377
C -0.566 0.314 -5.191
C -0.225 -0.318 -4.009
F 0.439 -1.482 -4.044
C -0.575 0.267 -2.813
F -0.224 -0.379 -1.669
C -1.260 1.478 -2.689
S -1.637 2.120 -1.137
C -1.585 2.077 -3.914
F -2.249 3.241 -3.933
C -1.250 1.516 -5.131
F -1.585 2.134 -6.276
O 0.360 1.069 3.446
C -0.659 1.436 2.833
O -1.144 0.929 1.793
C -1.413 2.635 3.391
C -2.552 3.100 2.746
C -3.216 4.194 3.275
C -2.784 4.853 4.409
C -1.647 4.363 5.020
C -0.955 3.267 4.535
N -1.165 5.038 6.236
O -1.795 5.997 6.640
O -0.174 4.591 6.777
N -4.444 4.681 2.619
O -4.917 5.729 3.020
O -4.912 4.006 1.730
H -2.893 2.614 1.841
H -3.314 5.707 4.798
H -0.066 2.900 5.026

No. 3
34
Properties=species:S:1:pos:R:3 method="wB97M-V/def2-TZVPD" total_charge=+1 lumo_energy_ev=-6.85 homo_energy_ev=-13.5 multiplicity=1
Pt 0.878 -0.125 0.139
O -2.647 -1.454 1.416
C -1.846 -0.651 1.056
O -0.530 -0.934 1.255
C -2.190 0.718 0.497
C -1.251 1.805 1.025
C -1.778 3.203 0.738
C -1.567 3.334 -0.788
C -0.960 1.988 -1.148
O -0.137 1.711 0.050
C -1.975 0.849 -1.056
C -1.398 -0.421 -1.662
O -2.008 -1.238 -2.275
O -0.046 -0.536 -1.554
H -3.225 0.889 0.778
H -0.867 1.640 2.026
H -1.202 3.950 1.279
H -2.819 3.288 1.041
H -0.871 4.138 -1.017
H -2.486 3.509 -1.342
H -0.331 1.966 -2.032
H -2.899 1.068 -1.587
F 4.598 2.373 -3.310
C 4.140 1.609 -2.358
C 4.063 2.112 -1.062
F 4.459 3.346 -0.811
C 3.565 1.310 -0.061
F 3.526 1.774 1.169
C 3.102 -0.007 -0.335
S 2.599 -1.114 0.960
C 3.230 -0.487 -1.670
F 2.853 -1.712 -1.939
C 3.726 0.311 -2.669
F 3.814 -0.118 -3.911

No. 4
43
Properties=species:S:1:pos:R:3 method="wB97M-V/def2-TZVPD" total_charge=-1 lumo_energy_ev="1.81 / 0.47" relative_energy_kj_mol=0.0 homo_energy_ev="-5.5 / -5.7" multiplicity=2
Pt -0.144 -0.055 0.129
N -1.088 1.750 -0.132
C -0.644 2.795 0.806
C 0.093 2.179 2.003
O 0.466 2.909 2.902
O 0.293 0.897 1.944
H -1.105 2.010 -1.114
H -2.025 1.399 0.100
H -1.513 3.316 1.206
H 0.008 3.515 0.320
S 2.934 0.269 -4.055
Sb 2.331 -0.741 -2.052
S 1.847 0.936 -0.396
S -0.072 -0.852 -2.048
O 2.468 -2.582 -0.222
C 1.642 -2.614 0.681
N 0.652 -1.717 0.935
C -0.087 -2.156 2.074
O -1.044 -1.609 2.544
C 0.547 -3.418 2.560
C 0.233 -4.242 3.620
C 1.021 -5.377 3.793
C 2.081 -5.657 2.931
C 2.386 -4.810 1.869
C 1.591 -3.694 1.712
H -0.591 -4.009 4.282
H 0.809 -6.054 4.611
H 2.676 -6.547 3.091
H 3.207 -5.011 1.194
F -3.822 -3.687 -0.392
C -2.891 -2.753 -0.661
F -1.781 -3.099 -0.007
F -2.632 -2.829 -1.970
C -3.357 -1.313 -0.249
O -2.370 -0.417 -0.103
C -4.315 -0.782 -1.369
F -3.618 -0.320 -2.406
F -5.168 -1.709 -1.835
F -5.056 0.242 -0.907
C -4.194 -1.441 1.079
F -4.297 -0.251 1.676
F -3.615 -2.276 1.945
F -5.449 -1.889 0.875

No. 5
30
Properties=species:S:1:pos:R:3 method="wB97M-V/def2-TZVPD" total_charge=-1 lumo_energy_ev=2.03 relative_energy_kj_mol=0.0 homo_energy_ev=-5.3 multiplicity=1
Sc -1.367 0.416 -0.020
S -3.161 -0.403 1.448
S -2.905 -1.773 -0.086
S -3.739 -0.938 -1.785
S -2.375 0.541 -2.318
Se -0.770 2.824 0.832
C -2.452 3.709 1.043
C -3.544 3.467 0.200
C -4.719 4.170 0.410
N -4.888 5.084 1.368
C -3.837 5.308 2.160
C -2.619 4.661 2.045
H -3.472 2.756 -0.618
H -5.576 3.993 -0.231
H -3.985 6.053 2.935
H -1.802 4.878 2.720
N 6.729 -5.646 -1.460
C 5.849 -4.938 -1.246
C 4.734 -4.046 -0.976
C 3.427 -4.504 -1.129
C 2.364 -3.660 -0.876
C 2.581 -2.339 -0.464
C 3.897 -1.894 -0.313
C 4.963 -2.736 -0.566
C 1.473 -1.467 -0.209
C 0.537 -0.722 0.022
H 3.257 -5.524 -1.449
H 1.347 -4.008 -0.994
H 4.071 -0.876 0.006
H 5.980 -2.386 -0.448

No. 6
33
Properties=species:S:1:pos:R:3 method="wB97M-V/def2-TZVPD" total_charge=-1 lumo_energy_ev=1.87 homo_energy_ev=-4.7 multiplicity=1
N -4.155 -0.283 -1.856
C -3.116 0.213 -1.739
C -1.821 0.825 -1.600
C -0.687 0.017 -1.069
C 0.599 0.613 -1.420
N 1.851 0.038 -1.344
O 2.264 -1.117 -1.233
O 2.763 1.148 -1.358
N 2.109 2.355 -1.555
C 0.775 2.003 -1.522
C -0.384 2.833 -1.710
N -0.355 4.290 -1.757
O 0.681 4.970 -1.612
O -1.479 4.835 -1.923
C -1.651 2.185 -1.803
H -0.708 -1.070 -1.212
H -2.513 2.844 -1.901
C -0.783 -0.321 0.763
N -2.143 -0.847 0.952
O -3.085 -0.001 1.096
O -2.366 -2.082 0.926
C 0.153 -1.221 1.494
C 0.122 -2.594 1.208
C 1.211 -3.419 1.541
C 2.257 -2.881 2.287
C 2.241 -1.545 2.693
C 1.176 -0.710 2.321
H -0.854 0.707 1.229
H -0.689 -3.046 0.652
H 1.211 -4.440 1.145
H 3.141 -3.508 2.469
H 3.078 -1.138 3.239
H 1.155 0.348 2.597

No. 7
36
Properties=species:S:1:pos:R:3 method="wB97M-V/def2-TZVPD" lumo_energy_ev=-1.97 homo_energy_ev=-9.5 multiplicity=1
N -6.108 3.369 -1.327
C -6.238 2.434 -0.675
O -6.465 1.410 0.210
S -5.051 0.602 0.647
C -3.585 1.078 -0.417
O -2.551 1.306 0.210
O -3.605 1.134 -1.687
H -5.276 -0.746 0.366
C -0.537 -1.984 -0.410
C 0.545 -2.216 -1.158
C 0.442 -2.852 -2.505
O 1.451 -3.028 -3.160
C -0.886 -3.244 -2.978
C -1.967 -3.015 -2.229
C -1.865 -2.354 -0.894
O -2.877 -2.145 -0.247
O -3.200 -3.371 -2.645
O 1.782 -1.885 -0.732
H -0.474 -1.521 0.566
H -0.946 -3.720 -3.947
H -3.805 -3.098 -1.931
H 2.388 -2.152 -1.450
C 3.536 0.918 2.973
C 3.070 0.503 1.791
C 3.000 1.424 0.613
O 2.588 1.005 -0.451
C 3.434 2.809 0.799
C 3.897 3.222 1.982
C 3.991 2.296 3.150
O 4.436 2.710 4.206
O 4.299 4.495 2.176
O 2.643 -0.764 1.610
H 3.594 0.263 3.832
H 3.363 3.469 -0.054
H 4.588 4.537 3.108
H 2.354 -0.822 0.673

No. 8
36
Properties=species:S:1:pos:R:3 method="wB97M-V/def2-TZVPD" lumo_energy_ev="-1.98 / -1.97" relative_energy_kj_mol=34.3 homo_energy_ev="-8.9 / -8.9" multiplicity=1
W 0.274 -0.268 -0.766
O 0.487 3.659 0.357
C 0.106 2.602 -0.047
O 0.731 1.433 0.157
C -1.200 2.393 -0.753
C -2.143 3.341 -1.095
C -3.318 2.885 -1.688
C -3.535 1.526 -1.884
C -2.539 0.644 -1.501
N -1.412 1.103 -0.981
C -2.585 -0.862 -1.497
O -3.547 -1.470 -1.882
O -1.509 -1.351 -0.927
H -1.948 4.384 -0.894
H -4.080 3.595 -1.982
H -4.447 1.127 -2.305
B 2.596 0.281 -1.799
C 1.283 0.192 -2.655
N 0.153 -0.053 -2.944
H 3.390 -0.564 -2.081
H 2.948 1.405 -1.605
H 2.165 -0.137 -0.631
Br 2.967 -4.393 2.300
C 1.987 -2.786 2.416
C 2.187 -2.000 3.549
C 1.553 -0.778 3.692
C 0.695 -0.325 2.698
C 0.509 -1.120 1.579
C 1.137 -2.352 1.412
C 0.962 -3.025 0.087
O 0.920 -4.196 -0.112
O 0.864 -2.101 -0.904
H 2.863 -2.353 4.315
H 1.726 -0.182 4.577
H 0.187 0.624 2.784
H -0.427 -0.881 1.011

No. 9
36
Properties=species:S:1:pos:R:3 method="wB97M-V/def2-TZVPD" total_charge=-1 lumo_energy_ev=1.49 relative_energy_kj_mol=195.3 homo_energy_ev=-6.4 multiplicity=1
Cl -0.396 -5.365 0.842
B -1.257 -3.728 0.570
Cl -2.756 -3.943 -0.629
Cl -1.971 -3.098 2.244
O -0.395 -2.702 0.039
C -0.826 -1.602 -0.659
C -0.582 -1.715 -2.200
C -1.456 -1.098 -3.130
C -1.273 -1.214 -4.509
C -0.107 -1.851 -4.966
Cl 0.438 -1.647 -6.582
C 0.668 -2.651 -4.108
C 0.347 -2.634 -2.735
H -1.873 -1.275 -0.421
H -2.258 -0.514 -2.709
H -1.926 -0.701 -5.199
H 1.553 -3.175 -4.497
H 0.911 -3.324 -2.099
N 0.994 6.397 4.862
C 0.998 5.428 4.197
C 1.016 4.226 3.404
C 0.886 4.280 2.006
C 0.877 3.102 1.249
C 1.024 1.843 1.864
S 1.052 0.252 0.957
C -0.699 -0.327 0.649
Cl -1.823 1.025 0.580
O 1.700 0.610 -0.280
O 1.592 -0.781 1.815
C 1.180 1.809 3.252
C 1.204 2.978 4.013
H 0.787 5.256 1.506
H 0.705 3.180 0.176
H -0.946 -0.790 1.647
H 1.241 0.839 3.753
H 1.369 2.913 5.095

No. 10
30
Properties=species:S:1:pos:R:3 method="wB97M-V/def2-TZVPD" lumo_energy_ev=-0.02 homo_energy_ev=-9.0 multiplicity=1
Br 2.142 -1.972 -3.167
N -0.979 1.116 2.759
N -1.114 0.620 0.460
N -0.882 -1.734 3.273
S -1.044 2.172 -1.523
C -1.074 0.236 1.772
C -0.575 2.371 2.443
C -0.858 -3.062 3.433
C -0.867 1.849 0.174
C -1.144 -1.251 2.067
C -0.505 2.751 1.146
C -1.221 -3.944 2.469
C -1.590 -2.080 0.985
C -1.681 -3.473 1.259
C 2.523 2.240 -3.412
C 2.823 0.905 -3.503
C 1.336 2.630 -2.781
C 0.744 0.296 -2.252
C 1.867 -0.056 -2.911
C 0.461 1.670 -2.239
H -0.286 2.978 3.314
H -0.633 -3.527 4.340
H -0.229 3.708 0.981
H -1.195 -5.030 2.643
H -1.860 -1.693 0.011
H -2.099 -4.276 0.624
H 3.252 2.994 -3.853
H 3.694 0.438 -4.021
H 0.919 3.573 -2.702
H 0.075 -0.451 -1.788

No. 11
32
Properties=species:S:1:pos:R:3 method="wB97M-V/def2-TZVPD" lumo_energy_ev=-0.19 homo_energy_ev=-7.6 multiplicity=1
Ca -1.784 -0.252 0.697
S 2.215 1.379 -1.271
C 2.733 0.862 0.297
C 4.008 0.882 0.858
C 4.155 0.413 2.148
C 3.054 -0.065 2.872
C 1.792 -0.084 2.315
C 1.637 0.382 1.009
N 0.431 0.428 0.313
C 0.586 0.929 -0.889
C -0.520 1.121 -1.867
C -0.181 1.620 -3.129
C -1.169 1.835 -4.070
C -2.488 1.546 -3.736
C -2.795 1.047 -2.479
C -1.841 0.806 -1.477
H 4.858 1.256 0.304
H 5.134 0.418 2.609
H 3.194 -0.416 3.885
H 0.940 -0.434 2.885
H 0.846 1.846 -3.395
H -0.919 2.223 -5.048
H -3.274 1.713 -4.464
H -3.843 0.840 -2.276
Cl -2.173 -3.104 1.820
C -1.677 -3.945 0.344
Cl -1.128 -2.798 -0.907
H -2.529 -4.482 -0.052
H -0.853 -4.606 0.580
Se -3.183 -1.085 5.445
C -2.760 -0.353 3.864
N -2.466 0.077 2.814

No. 12
33
Properties=species:S:1:pos:R:3 method="wB97M-V/def2-TZVPD" lumo_energy_ev=-0.16 relative_energy_kj_mol=10.0 homo_energy_ev=-9.5 multiplicity=1
O 0.907 3.175 -2.559
C 0.808 2.318 -1.710
N 1.948 1.760 -1.195
H 2.830 1.917 -1.685
O 1.958 0.541 -0.504
C 3.061 -0.205 -0.709
O 3.964 0.154 -1.424
C 3.041 -1.475 0.046
C 1.975 -1.922 0.827
C 2.036 -3.128 1.504
C 3.174 -3.910 1.405
C 4.245 -3.488 0.631
C 4.176 -2.284 -0.040
H 4.996 -1.934 -0.649
H 5.130 -4.098 0.553
H 3.222 -4.850 1.933
H 1.191 -3.437 2.098
F 0.852 -1.196 0.946
C -0.480 1.861 -1.133
C -0.617 1.485 0.197
C -1.845 1.075 0.686
C -2.940 1.032 -0.164
C -2.822 1.438 -1.489
C -1.599 1.859 -1.965
H -1.488 2.186 -2.988
H -3.696 1.418 -2.119
O -4.204 0.623 0.233
C -4.328 -0.109 1.357
F -4.329 0.663 2.476
F -5.524 -0.712 1.328
H -3.546 -0.882 1.494
H -1.934 0.813 1.729
H 0.226 1.525 0.867

No. 13
32
Properties=species:S:1:pos:R:3 method="wB97M-V/def2-TZVPD" total_charge=-2 lumo_energy_ev=3.81 relative_energy_kj_mol=0.0 homo_energy_ev=0.3 multiplicity=1
C -0.001 -0.263 1.110
C -0.799 0.347 0.437
C -1.740 1.132 -0.363
C -1.288 2.533 -0.351
N -1.070 3.653 -0.384
C -1.613 0.591 -1.810
C -0.230 0.782 -2.206
N 0.852 0.959 -2.502
C -3.162 1.101 0.272
C -4.225 0.643 -0.687
C -4.585 -0.805 -0.566
O -5.426 0.428 -0.113
H 0.829 -0.854 1.432
H -1.802 -0.475 -1.872
H -2.220 1.155 -2.511
H -3.495 2.060 0.646
H -3.183 0.323 1.022
H -4.220 1.037 -1.690
H -4.586 -1.271 0.408
H -5.366 -1.219 -1.188
C 3.116 -0.339 -0.032
C 4.108 0.466 0.548
C 5.047 -0.268 1.552
O 6.008 0.323 2.072
C 4.761 -1.631 1.864
C 3.758 -2.424 1.300
C 2.890 -1.721 0.218
O 2.004 -2.350 -0.395
O 3.506 -3.617 1.583
O 4.300 1.677 0.334
H 2.422 0.090 -0.749
H 5.412 -2.064 2.621

No. 14
37
Properties=species:S:1:pos:R:3 method="wB97M-V/def2-TZVPD" lumo_energy_ev="-0.66 / -0.71" relative_energy_kj_mol=10.9 homo_energy_ev="-8.7 / -8.8" multiplicity=2
Co -0.783 1.207 1.164
O -3.792 2.806 2.407
Cl -2.406 3.087 2.234
O -2.058 4.374 2.699
O -1.597 2.041 2.903
O -2.028 2.913 0.811
O 1.230 1.892 1.345
S 1.763 0.655 0.734
O 2.619 -0.200 1.494
N 0.364 0.019 0.296
C -0.081 -1.290 0.170
C 0.606 -2.403 -0.229
C -0.075 -3.637 -0.342
C -1.409 -3.750 -0.073
C -2.139 -2.614 0.355
C -3.514 -2.624 0.685
C -4.117 -1.479 1.120
C -3.358 -0.300 1.245
N -2.082 -0.256 0.940
C -1.464 -1.394 0.485
C 2.618 1.125 -0.730
C 3.793 0.471 -1.065
C 4.448 0.829 -2.236
C 3.925 1.824 -3.046
C 2.747 2.475 -2.695
C 2.086 2.129 -1.531
H 1.661 -2.338 -0.456
H 0.483 -4.508 -0.658
H -1.918 -4.700 -0.171
H -4.075 -3.546 0.593
H -5.165 -1.458 1.382
H -3.804 0.618 1.608
H 4.187 -0.291 -0.407
H 5.369 0.333 -2.510
H 4.439 2.102 -3.957
H 2.350 3.258 -3.328
H 1.175 2.632 -1.233